No. 1
The following is a quantum chemistry calculation of a molecular structure, C45H52MgN4O9P2S at a distorted geometry, from the OMol25 dataset.

energy above the lowest of the compared OMol25 structures with the same formula, charge and spin	11.0	kcal per mole
M	911.2	Da
E	-3923.5776	Ha
E_HOMO (alpha / beta)	-2.349 / -2.351	eV
charge	-2

Each line ends with the Mulliken charge.
Geometry (Å):
Mg: -0.474 -0.474 -0.759  4.59
C: 3.348 -1.649 -0.387  -1.45
C: 3.189 -1.151 -1.815  -0.24
C: 2.100 -1.842 -2.609  -0.97
C: 2.929 0.356 -2.066  0.20
C: 3.410 0.873 -3.311  -0.55
C: 3.219 2.166 -3.710  -1.58
C: 2.489 2.997 -2.918  -0.01
C: 1.874 2.560 -1.745  0.29
C: 0.955 3.533 -1.107  2.52
C: 0.313 4.597 -2.020  -2.57
C: 1.642 4.238 0.055  -1.72
C: 2.120 1.201 -1.277  0.08
N: 1.245 0.642 -0.322  0.60
C: 1.617 0.576 1.066  1.02
C: 0.818 -0.079 1.950  -1.08
N: -0.511 -0.531 1.724  1.45
C: -1.580 -0.281 2.650  -0.24
C: -1.897 1.033 2.926  0.77
C: -2.934 1.234 3.865  -0.67
C: -3.462 0.181 4.549  -1.25
C: -3.060 -1.116 4.324  -0.83
C: -2.071 -1.377 3.389  0.85
C: -1.616 -2.899 3.271  0.51
C: -0.210 -3.348 3.367  -1.33
C: -2.232 -3.491 2.050  -1.41
C: -1.316 2.218 2.220  2.22
C: -2.359 2.704 1.166  -1.36
C: -0.947 3.400 3.114  -2.20
C: 1.395 0.025 3.256  0.01
C: 1.089 -0.368 4.544  -0.07
C: 2.016 -0.236 5.550  -1.28
C: 3.284 0.506 5.329  -1.13
C: 3.541 1.015 4.041  1.32
C: 4.698 1.870 3.696  -1.04
C: 4.917 2.257 2.399  -1.03
C: 3.993 1.904 1.339  0.38
C: 2.888 1.108 1.704  -0.20
C: 2.703 0.744 3.064  -0.90
H: 4.046 -2.467 -0.414  0.65
H: 2.480 -1.972 0.174  -0.13
H: 3.846 -0.876 0.233  0.29
H: 4.188 -1.404 -2.190  0.68
H: 2.067 -2.944 -2.629  0.56
H: 2.010 -1.523 -3.676  0.38
H: 1.177 -1.490 -2.260  -0.16
H: 4.126 0.154 -3.746  0.32
H: 3.673 2.589 -4.543  0.49
H: 2.278 4.049 -3.167  0.19
H: 0.219 2.910 -0.671  -1.12
H: 1.039 5.308 -2.399  0.55
H: -0.544 5.149 -1.565  0.25
H: -0.032 4.148 -2.959  0.94
H: 2.532 4.737 -0.372  0.24
H: 1.875 3.533 0.773  0.32
H: 1.031 4.948 0.532  0.58
H: -3.213 2.261 4.149  0.24
H: -4.173 0.283 5.426  0.22
H: -3.423 -1.974 4.964  0.25
H: -2.155 -3.299 4.162  0.39
H: 0.472 -2.888 2.701  -0.03
H: -0.185 -4.380 3.071  0.59
H: 0.139 -3.161 4.380  0.31
H: -1.881 -3.033 1.089  -0.08
H: -3.266 -3.356 2.093  0.48
H: -2.109 -4.557 1.827  0.50
H: -0.497 2.004 1.561  -0.96
H: -3.268 3.025 1.636  0.41
H: -2.672 1.881 0.492  0.01
H: -2.068 3.607 0.632  0.52
H: -1.817 3.886 3.526  0.48
H: -0.378 4.091 2.502  0.32
H: -0.380 3.154 4.063  0.32
H: 0.102 -0.718 4.830  0.54
H: 1.881 -0.600 6.481  0.68
H: 4.013 0.494 6.109  0.37
H: 5.350 2.240 4.468  0.40
H: 5.787 2.843 2.055  0.37
H: 3.997 2.380 0.381  0.59
N: -2.004 2.476 -2.323  -0.33
C: -2.638 1.399 -3.054  1.19
C: -3.667 1.855 -4.091  -2.05
P: -3.369 0.271 -1.799  0.64
O: -4.556 1.171 -1.107  -0.61
O: -4.083 -0.851 -2.421  -0.93
O: -2.341 -0.040 -0.758  -1.81
P: -1.322 0.413 -3.993  1.29
O: -0.336 1.622 -4.487  -0.79
O: -1.889 -0.337 -5.123  -0.85
O: -0.528 -0.249 -2.870  -1.65
H: -2.591 2.856 -1.607  0.26
H: -1.461 3.160 -2.831  0.12
H: -0.603 -1.588 1.542  -1.02
H: -4.328 2.583 -3.645  0.51
H: -4.220 0.995 -4.504  0.29
H: -3.156 2.432 -4.896  0.41
H: -5.370 0.846 -1.546  0.39
H: 0.341 1.849 -3.822  0.26
O: 1.527 -6.355 -1.683  -0.74
S: 0.172 -6.026 -1.188  1.15
O: -0.666 -7.092 -0.659  -0.74
N: 0.332 -4.669 -0.290  -0.50
C: -0.289 -3.678 -0.898  -0.52
O: -0.338 -2.491 -0.467  0.12
C: -0.833 -3.957 -2.256  0.77
C: -1.464 -3.128 -3.158  0.46
C: -2.004 -3.732 -4.331  -0.96
C: -1.956 -5.072 -4.581  -0.65
C: -1.170 -5.863 -3.678  -0.45
C: -0.700 -5.340 -2.533  -0.26
H: -1.671 -2.068 -2.962  0.14
H: -2.556 -3.062 -5.000  0.43
H: -2.512 -5.528 -5.388  0.41
H: -1.141 -6.929 -3.878  0.37

No. 2
The following is a quantum chemistry calculation of a molecular structure, C45H53BBiN11OS3Se, from the OMol25 dataset.

energy above the lowest of the compared OMol25 structures with the same formula, charge and spin	0.0	kcal per mole
M	1158.9	Da
E	-6259.2553	Ha
E_HOMO	-13.157	eV
charge	+2

Each line ends with the Mulliken charge.
Geometry (Å):
Bi: -3.530 -0.025 0.203  1.38
C: 1.295 -2.087 4.357  -1.62
C: 1.838 -1.850 2.989  -0.02
C: 3.153 -1.992 2.622  -0.16
C: 3.575 -1.794 1.280  0.26
N: 2.728 -1.397 0.352  -0.69
N: 1.480 -1.213 0.724  0.56
B: 0.159 -0.719 0.030  -0.94
N: -0.170 -1.549 -1.211  0.37
N: 0.838 -1.328 -2.064  0.11
C: 0.898 -1.966 -3.199  -0.03
C: -0.073 -2.947 -3.503  -0.77
C: -1.117 -3.171 -2.652  0.33
C: -2.188 -4.161 -2.958  -1.89
C: -1.196 -2.376 -1.469  1.02
S: -2.614 -2.476 -0.496  -0.39
C: 2.051 -1.636 -4.125  2.51
C: 3.106 -2.743 -3.972  -1.61
C: 2.669 -0.287 -3.746  -1.69
C: 1.559 -1.591 -5.577  -1.91
N: 0.262 0.785 -0.345  0.83
N: 1.371 1.344 0.148  -0.06
C: 1.723 2.552 -0.193  -0.11
C: 0.928 3.301 -1.090  -0.80
C: -0.208 2.753 -1.609  -0.20
C: -1.066 3.489 -2.585  -1.69
C: -0.561 1.431 -1.200  1.33
S: -1.959 0.700 -1.899  -0.38
C: 3.011 3.113 0.380  2.16
C: 3.859 3.703 -0.756  -1.84
C: 3.817 2.013 1.076  -1.56
C: 2.644 4.207 1.395  -1.63
C: 1.000 -1.445 1.942  0.22
S: -0.687 -1.126 1.763  -0.08
C: 5.011 -2.084 0.882  1.99
C: 5.960 -1.137 1.629  -1.50
C: 5.313 -3.546 1.253  -1.85
C: 5.208 -1.902 -0.622  -1.78
H: 2.090 -2.308 5.064  0.44
H: 0.598 -2.928 4.335  0.36
H: 0.737 -1.211 4.694  0.30
H: 3.873 -2.276 3.378  0.52
H: -0.002 -3.512 -4.422  0.41
H: -2.020 -4.622 -3.928  0.41
H: -3.164 -3.675 -2.952  0.36
H: -2.230 -4.939 -2.194  0.37
H: 3.375 -2.869 -2.925  0.15
H: 4.002 -2.469 -4.529  0.50
H: 2.743 -3.697 -4.358  0.37
H: 3.051 -0.306 -2.726  0.05
H: 1.928 0.512 -3.824  0.31
H: 3.491 -0.062 -4.425  0.56
H: 1.263 -2.576 -5.938  0.40
H: 2.365 -1.240 -6.220  0.46
H: 0.712 -0.911 -5.686  0.38
H: 1.227 4.299 -1.376  0.47
H: -0.619 4.445 -2.844  0.50
H: -2.060 3.657 -2.168  0.19
H: -1.201 2.890 -3.485  0.40
H: 4.070 2.946 -1.515  0.30
H: 4.809 4.049 -0.350  0.49
H: 3.378 4.554 -1.237  0.40
H: 3.977 1.171 0.401  0.10
H: 3.298 1.650 1.963  0.04
H: 4.785 2.408 1.383  0.67
H: 2.053 5.001 0.935  0.35
H: 3.554 4.651 1.801  0.49
H: 2.070 3.786 2.221  0.24
H: 5.767 -1.118 2.703  0.35
H: 5.867 -0.121 1.244  0.29
H: 6.989 -1.460 1.477  0.49
H: 5.319 -3.699 2.333  0.38
H: 6.291 -3.832 0.868  0.46
H: 4.571 -4.214 0.812  0.39
H: 4.865 -0.921 -0.950  0.21
H: 4.658 -2.665 -1.169  0.30
H: 6.265 -2.000 -0.867  0.47
O: -7.247 -1.780 -0.919  -0.67
C: -6.176 -1.533 -0.404  0.16
N: -5.267 -0.636 -0.893  0.04
C: -5.702 0.164 -2.027  -1.22
C: -5.594 1.632 -1.723  0.85
C: -6.434 2.576 -2.299  -0.91
C: -6.228 3.915 -2.019  -0.42
C: -5.163 4.281 -1.204  -0.95
C: -4.386 3.282 -0.656  -0.59
N: -4.618 1.987 -0.889  0.57
C: -5.778 -2.204 0.879  0.49
C: -6.503 -3.289 1.344  -0.63
C: -6.151 -3.849 2.562  -0.41
C: -5.099 -3.295 3.278  -0.82
C: -4.421 -2.217 2.739  -0.31
N: -4.753 -1.691 1.560  -0.04
H: -6.728 -0.111 -2.267  0.57
H: -5.075 -0.053 -2.900  0.18
H: -7.236 2.263 -2.953  0.51
H: -6.881 4.666 -2.441  0.43
H: -4.943 5.319 -0.999  0.49
H: -3.538 3.514 -0.023  0.54
H: -7.328 -3.656 0.750  0.51
H: -6.693 -4.700 2.950  0.47
H: -4.798 -3.691 4.237  0.44
H: -3.579 -1.762 3.248  0.48
Se: -3.245 2.771 2.647  0.31
N: -1.619 2.172 2.285  -0.26
C: -0.884 2.353 3.377  0.32
C: 0.476 1.974 3.535  0.24
C: 1.077 2.178 4.738  -1.15
C: 0.396 2.791 5.831  -0.76
C: -0.899 3.185 5.727  -0.79
C: -1.575 2.967 4.495  0.54
N: -2.839 3.264 4.271  -0.77
H: 0.991 1.524 2.700  0.90
H: 2.107 1.872 4.880  0.53
H: 0.929 2.939 6.760  0.43
H: -1.428 3.646 6.549  0.49

What is the charge in the first record?
-2